No. 1
Formula: C4H4AlO2
Source: the Open Molecules 2025 dataset
Level of theory: the ωB97M-V functional and the def2-TZVPD basis

Structure (XYZ):
```
11
C4H4AlO2 | the Open Molecules 2025 dataset | the ωB97M-V functional and the def2-TZVPD basis
H -0.90 -1.69 -0.07
C 1.16 -0.92 0.25
C -0.26 -0.85 0.18
C -0.63 0.58 0.04
H 1.73 -1.85 0.09
H -0.73 1.15 0.97
H -0.32 1.11 -0.87
O 1.67 0.22 0.14
Al 2.48 1.34 1.05
O -2.28 0.54 -0.33
C -3.39 0.61 -0.56
```

HOMO (alpha / beta): -29.249 / -29.260 eV
<S²>: 0.76
orbital gap (alpha / beta): 3.86 / 4.71 eV
energy above the lowest of the compared OMol25 structures with the same formula, charge and spin: 1.398 eV
spin multiplicity: 2
total charge: +4
E_LUMO (alpha / beta): -25.386 / -24.547 eV

In the Mulliken picture, each atom carries the following charge in e:
1. H 0.498
2. C 0.146
3. C 0.338
4. C -0.297
5. H 0.495
6. H 0.427
7. H 0.453
8. O -0.025
9. Al 1.565
10. O 0.017
11. C 0.384


No. 2
Formula: C2H16B3BeCl4
Source: the Open Molecules 2025 dataset
Level of theory: the ωB97M-V functional and the def2-TZVPD basis

Structure (XYZ):
```
26
C2H16B3BeCl4 | the Open Molecules 2025 dataset | the ωB97M-V functional and the def2-TZVPD basis
Be 10.14 -13.19 -14.89
B 11.63 -14.10 -13.18
H 12.12 -13.05 -13.31
H 12.33 -14.74 -12.49
H 10.59 -13.93 -12.67
H 11.41 -14.70 -14.21
B 10.99 -10.86 -13.45
H 10.51 -11.81 -13.00
H 11.37 -11.17 -14.55
H 10.21 -9.98 -13.51
H 11.93 -10.59 -12.79
B 8.16 -12.59 -13.95
H 8.80 -13.15 -13.14
H 8.81 -11.66 -14.29
H 7.94 -13.23 -14.95
H 7.15 -12.20 -13.52
C 12.42 -11.93 -17.85
Cl 10.82 -11.63 -17.16
Cl 13.56 -12.30 -16.55
H 12.37 -12.76 -18.54
H 12.72 -11.04 -18.40
C 12.41 -16.40 -17.27
Cl 11.20 -15.17 -16.84
Cl 13.94 -15.90 -16.58
H 12.18 -17.40 -16.90
H 12.48 -16.48 -18.35
```

HOMO: -4.546 eV
orbital gap: 6.31 eV
energy above the lowest of the compared OMol25 structures with the same formula, charge and spin: 1.680 eV
total charge: -1
E_LUMO: 1.767 eV

In the Mulliken picture, each atom carries the following charge in e:
1. Be 0.164
2. B 0.700
3. H -0.217
4. H -0.187
5. H -0.263
6. H -0.238
7. B 0.341
8. H -0.244
9. H -0.317
10. H -0.265
11. H -0.236
12. B 0.404
13. H -0.214
14. H -0.097
15. H -0.234
16. H -0.161
17. C -0.331
18. Cl -0.078
19. Cl -0.078
20. H 0.224
21. H 0.338
22. C -0.423
23. Cl -0.065
24. Cl -0.116
25. H 0.305
26. H 0.290


No. 3
Formula: C41H33InN7O2PS5
Source: the Open Molecules 2025 dataset
Level of theory: the ωB97M-V functional and the def2-TZVPD basis

Structure (XYZ):
```
90
C41H33InN7O2PS5 | the Open Molecules 2025 dataset | the ωB97M-V functional and the def2-TZVPD basis
In 0.63 0.21 0.05
C 2.36 -7.91 3.93
O 1.68 -6.69 4.12
C 2.38 -5.63 4.61
C 3.72 -5.66 4.99
C 4.31 -4.53 5.50
C 3.61 -3.33 5.58
C 2.26 -3.30 5.22
C 1.65 -4.45 4.75
N 4.30 -2.24 6.11
N 4.12 -1.06 5.79
C 3.36 -0.57 4.75
C 2.65 0.59 5.03
C 1.80 1.18 4.12
C 1.64 0.66 2.83
O 0.77 1.14 1.99
C 2.52 -0.41 2.46
N 2.52 -0.76 1.16
C 3.31 -1.73 0.73
C 4.17 -2.41 1.59
C 4.20 -2.07 2.92
C 3.36 -1.05 3.41
H 1.62 -8.60 3.53
H 2.75 -8.30 4.87
H 3.18 -7.80 3.21
H 4.31 -6.56 4.89
H 5.35 -4.54 5.79
H 1.68 -2.40 5.33
H 0.61 -4.45 4.46
H 2.72 0.99 6.04
H 1.23 2.05 4.40
H 3.25 -1.98 -0.32
H 4.82 -3.18 1.20
H 4.88 -2.57 3.59
S 2.89 -4.39 -4.75
C 2.09 -3.38 -3.74
S 1.78 -1.70 -4.12
C 0.93 -1.29 -2.64
C 0.76 -2.30 -1.74
S 0.02 -2.23 -0.19
S 1.44 -3.85 -2.20
S 0.47 0.37 -2.48
N -3.07 1.58 -0.05
P -1.70 1.45 0.95
C -1.76 3.09 1.73
C -2.31 4.21 1.10
C -2.43 5.41 1.78
C -1.97 5.52 3.09
C -1.35 4.43 3.69
C -1.25 3.23 3.01
C -2.33 0.47 2.36
C -1.67 -0.67 2.80
C -2.13 -1.33 3.93
C -3.26 -0.88 4.59
C -3.93 0.24 4.14
C -3.46 0.92 3.04
C -3.20 0.79 -1.17
C -4.05 1.14 -2.22
C -4.12 0.30 -3.31
C -3.36 -0.87 -3.31
C -2.56 -1.13 -2.21
N -2.47 -0.32 -1.17
H -3.72 2.34 0.04
H -2.65 4.15 0.07
H -2.89 6.25 1.30
H -2.10 6.44 3.63
H -0.96 4.53 4.69
H -0.76 2.39 3.48
H -0.80 -1.03 2.27
H -1.59 -2.20 4.29
H -3.61 -1.41 5.47
H -4.81 0.59 4.65
H -3.96 1.82 2.71
H -4.61 2.06 -2.19
H -4.74 0.55 -4.16
H -3.39 -1.55 -4.15
H -1.96 -2.03 -2.18
N 4.59 4.90 -2.05
C 3.82 3.91 -1.53
C 2.64 4.19 -0.82
C 1.92 3.14 -0.29
N 2.30 1.87 -0.39
C 3.42 1.60 -1.05
C 4.21 2.56 -1.63
H 4.22 5.84 -2.09
H 5.34 4.66 -2.66
H 2.30 5.20 -0.71
H 1.00 3.30 0.27
H 3.69 0.55 -1.10
H 5.11 2.29 -2.16
```

HOMO: -6.702 eV
orbital gap: 6.47 eV
energy above the lowest of the compared OMol25 structures with the same formula, charge and spin: 1.001 eV
E_LUMO: -0.229 eV

In the Mulliken picture, each atom carries the following charge in e:
1. In 1.470
2. C -0.882
3. O -0.422
4. C 0.853
5. C -0.544
6. C -0.303
7. C -0.534
8. C 0.125
9. C -0.582
10. N -0.553
11. N -0.527
12. C 0.425
13. C -0.207
14. C -1.236
15. C 0.139
16. O 0.200
17. C 0.452
18. N 0.153
19. C -0.228
20. C -1.491
21. C -1.144
22. C 0.566
23. H 0.242
24. H 0.350
25. H 0.356
26. H 0.391
27. H 0.464
28. H 0.460
29. H 0.427
30. H 0.480
31. H 0.536
32. H 0.450
33. H 0.472
34. H 0.698
35. S -0.245
36. C 0.063
37. S -0.131
38. C 0.356
39. C -0.250
40. S -0.362
41. S -0.047
42. S -0.358
43. N -0.001
44. P 1.117
45. C 0.180
46. C -0.639
47. C -0.707
48. C -0.577
49. C -0.662
50. C -0.460
51. C 0.582
52. C 0.025
53. C -0.903
54. C -0.687
55. C -0.775
56. C -0.631
57. C 0.496
58. C -0.901
59. C -0.431
60. C -0.999
61. C -0.265
62. N 0.058
63. H 0.389
64. H 0.544
65. H 0.422
66. H 0.402
67. H 0.429
68. H 0.390
69. H 0.095
70. H 0.592
71. H 0.415
72. H 0.420
73. H 0.370
74. H 0.391
75. H 0.418
76. H 0.429
77. H 0.570
78. N -0.451
79. C 1.078
80. C -0.924
81. C -0.729
82. N 0.079
83. C -0.501
84. C -0.797
85. H 0.201
86. H 0.205
87. H 0.369
88. H 0.542
89. H 0.423
90. H 0.329


No. 4
Formula: C34H67N2O6
Source: the Open Molecules 2025 dataset
Level of theory: the ωB97M-V functional and the def2-TZVPD basis

Structure (XYZ):
```
109
C34H67N2O6 | the Open Molecules 2025 dataset | the ωB97M-V functional and the def2-TZVPD basis
C -1.54 -0.23 1.70
O -2.59 -1.05 1.07
C -2.50 -1.04 -0.39
C -2.22 -2.54 -1.04
C -0.66 -3.03 -0.87
C -0.27 -3.96 -2.18
C 0.80 -3.25 -3.20
C 0.09 -2.23 -4.32
C 1.37 -1.40 -5.00
C 1.82 0.00 -4.29
C 3.09 0.88 -4.84
C 3.65 2.27 -4.17
C 2.47 2.94 -3.20
C 2.17 2.36 -1.66
C 1.01 2.93 -0.65
C 0.08 4.17 -1.22
C -1.11 4.72 -0.20
C 0.36 4.81 -2.72
C 1.54 4.20 -3.72
C 3.78 0.17 -6.18
N 3.15 -1.12 -6.63
N 2.10 -1.86 -6.20
H -2.01 0.83 1.96
H -0.57 -0.13 1.05
H -1.21 -0.75 2.71
H -3.56 -0.71 -0.81
H -1.69 -0.32 -0.83
H -2.47 -2.59 -2.20
H -2.95 -3.29 -0.46
H 0.10 -2.17 -0.65
H -0.65 -3.77 0.06
H 0.28 -4.92 -1.75
H -1.24 -4.34 -2.71
H 1.38 -4.06 -3.82
H 1.58 -2.55 -2.61
H -0.61 -1.42 -3.79
H -0.53 -2.83 -5.11
H 1.19 0.36 -3.35
H 4.03 3.00 -5.00
H 4.54 1.95 -3.44
H 2.85 1.47 -1.28
H 0.79 2.50 0.42
H -0.59 5.19 0.74
H -1.88 5.43 -0.73
H -1.70 3.74 0.15
H -0.36 5.69 -3.06
H 1.73 4.66 -4.79
H 4.74 0.64 -6.71
H 3.65 -1.54 -7.48
C 0.72 -0.84 6.47
C 0.46 -1.91 5.42
C 0.90 -3.28 5.89
O 1.15 -1.57 4.22
H 1.79 -0.77 6.70
H 0.40 0.14 6.11
H 0.18 -1.07 7.40
H -0.61 -1.93 5.18
H 1.98 -3.30 6.10
H 0.72 -4.04 5.12
H 0.37 -3.58 6.80
H 2.10 -1.55 4.43
C 6.19 -3.53 5.49
C 4.93 -3.20 4.69
C 5.17 -3.34 3.20
O 4.52 -1.87 4.99
H 7.00 -2.85 5.23
H 6.01 -3.42 6.56
H 6.52 -4.56 5.29
H 4.12 -3.87 5.00
H 5.95 -2.65 2.86
H 4.26 -3.09 2.64
H 5.47 -4.36 2.94
H 5.24 -1.27 4.72
C -3.99 2.47 -3.00
C -3.89 3.89 -3.53
C -3.75 3.92 -5.04
O -2.76 4.54 -2.94
H -3.08 1.90 -3.25
H -4.07 2.46 -1.91
H -4.85 1.95 -3.43
H -4.78 4.46 -3.23
H -2.84 3.41 -5.36
H -3.67 4.95 -5.40
H -4.61 3.45 -5.52
H -1.97 4.05 -3.20
C -7.57 -2.16 -3.46
C -6.23 -2.75 -3.03
C -6.33 -3.42 -1.67
O -5.25 -1.71 -2.98
H -7.90 -1.39 -2.75
H -7.48 -1.67 -4.43
H -8.34 -2.93 -3.52
H -5.90 -3.48 -3.78
H -6.62 -2.70 -0.90
H -5.36 -3.83 -1.37
H -7.06 -4.23 -1.68
H -5.54 -1.06 -2.32
C 1.97 3.07 4.49
C 1.75 3.59 5.90
C 2.72 4.71 6.24
O 1.91 2.52 6.84
H 2.98 2.65 4.38
H 1.27 2.25 4.27
H 1.83 3.86 3.75
H 0.72 3.96 6.01
H 3.76 4.35 6.19
H 2.56 5.07 7.26
H 2.61 5.55 5.55
H 2.82 2.19 6.75
```

HOMO: -10.933 eV
orbital gap: 6.16 eV
total charge: +1
E_LUMO: -4.771 eV

Results of the Mulliken charge analysis, in e, for atoms 1 through 99:
1. C -0.044
2. O -0.398
3. C -0.072
4. C -0.300
5. C -0.304
6. C -0.702
7. C -0.528
8. C -0.326
9. C 0.107
10. C 0.177
11. C 0.162
12. C -0.604
13. C 0.268
14. C -0.432
15. C -0.335
16. C 0.509
17. C -0.839
18. C -0.580
19. C -0.563
20. C -0.344
21. N 0.160
22. N -0.626
23. H 0.238
24. H 0.079
25. H -0.073
26. H -0.062
27. H 0.171
28. H 0.181
29. H 0.174
30. H 0.178
31. H 0.297
32. H 0.331
33. H 0.356
34. H 0.304
35. H 0.255
36. H 0.085
37. H 0.397
38. H 0.299
39. H 0.425
40. H 0.297
41. H 0.266
42. H 0.342
43. H 0.355
44. H 0.223
45. H 0.174
46. H 0.387
47. H 0.250
48. H 0.370
49. H 0.313
50. C -1.154
51. C 0.539
52. C -1.303
53. O -0.401
54. H 0.192
55. H 0.234
56. H 0.428
57. H 0.319
58. H 0.180
59. H 0.328
60. H 0.412
61. H 0.198
62. C -1.431
63. C 0.630
64. C -1.317
65. O -0.471
66. H 0.357
67. H 0.341
68. H 0.377
69. H 0.223
70. H 0.339
71. H 0.302
72. H 0.374
73. H 0.306
74. C -1.139
75. C 0.268
76. C -1.277
77. O -0.433
78. H 0.212
79. H 0.312
80. H 0.445
81. H 0.316
82. H 0.295
83. H 0.337
84. H 0.394
85. H 0.260
86. C -1.346
87. C 0.369
88. C -1.125
89. O -0.469
90. H 0.349
91. H 0.312
92. H 0.399
93. H 0.285
94. H 0.315
95. H 0.192
96. H 0.413
97. H 0.303
98. C -1.048
99. C 0.356


No. 5
Formula: C23H48FN2O4S
Source: the Open Molecules 2025 dataset
Level of theory: the ωB97M-V functional and the def2-TZVPD basis

Structure (XYZ):
```
79
C23H48FN2O4S | the Open Molecules 2025 dataset | the ωB97M-V functional and the def2-TZVPD basis
C -0.41 2.96 1.20
C -0.28 3.89 -0.14
O -1.55 4.24 -0.74
C -2.18 3.11 -1.38
C -1.76 2.89 -2.92
O -0.46 2.26 -3.11
C -0.56 0.80 -3.06
C 0.65 0.29 -2.13
C 1.77 -0.72 -2.78
C 2.37 -1.27 -1.39
S 3.83 -2.42 -1.40
N 1.12 -1.65 -0.64
C 0.39 -2.91 -1.04
O 0.85 -3.65 -1.93
N -0.86 -3.19 -0.27
C -2.07 -2.84 -1.04
O -3.16 -2.88 -0.42
F -2.10 -2.43 -2.40
C 0.30 -0.36 -0.67
H 0.49 3.07 1.89
H -1.40 3.19 1.76
H -0.49 1.87 0.81
H 0.49 3.47 -0.90
H 0.19 4.88 0.23
H -3.32 3.34 -1.40
H -2.07 2.12 -0.81
H -1.70 3.92 -3.44
H -2.53 2.26 -3.48
H -1.60 0.45 -2.71
H -0.41 0.33 -4.11
H 1.28 1.22 -1.85
H 1.37 -1.55 -3.49
H 2.45 -0.03 -3.42
H 2.66 -0.27 -0.87
H 4.93 -1.53 -1.45
H 1.47 -1.91 0.30
H -0.88 -4.17 0.07
H 0.75 0.20 0.23
H -0.83 -0.44 -0.59
C 2.89 9.13 4.68
C 3.87 8.24 3.93
C 3.46 7.98 2.48
C 2.13 7.24 2.30
C 2.05 5.87 2.98
C 3.06 4.87 2.45
H 1.90 8.67 4.75
H 3.25 9.31 5.70
H 2.78 10.10 4.18
H 4.00 7.29 4.47
H 4.85 8.72 3.93
H 4.26 7.42 1.98
H 3.39 8.94 1.95
H 1.95 7.10 1.22
H 1.31 7.86 2.66
H 1.04 5.47 2.83
H 2.17 5.97 4.07
H 2.92 4.71 1.37
H 2.93 3.90 2.95
H 4.08 5.20 2.62
C -2.39 -6.81 -2.80
C -3.03 -6.62 -1.42
C -2.14 -7.11 -0.28
C -1.81 -8.61 -0.29
C -3.03 -9.54 -0.27
C -3.87 -9.40 0.98
H -2.22 -7.87 -3.02
H -3.05 -6.42 -3.57
H -1.44 -6.28 -2.86
H -4.00 -7.13 -1.40
H -3.23 -5.56 -1.28
H -2.62 -6.85 0.67
H -1.19 -6.56 -0.30
H -1.18 -8.83 0.58
H -1.21 -8.84 -1.17
H -2.67 -10.57 -0.34
H -3.65 -9.38 -1.16
H -3.28 -9.60 1.88
H -4.71 -10.11 0.96
H -4.30 -8.39 1.07
```

HOMO: -12.110 eV
orbital gap: 7.51 eV
total charge: +1
E_LUMO: -4.596 eV

In the Mulliken picture, each atom carries the following charge in e:
1. C -0.443
2. C 0.253
3. O -0.387
4. C -0.170
5. C -0.561
6. O -0.400
7. C -0.639
8. C 0.498
9. C -0.726
10. C -0.251
11. S -0.154
12. N 0.200
13. C -0.004
14. O -0.410
15. N -0.093
16. C 0.629
17. O -0.469
18. F -0.222
19. C -0.747
20. H 0.142
21. H 0.289
22. H -0.129
23. H 0.087
24. H 0.014
25. H 0.341
26. H 0.094
27. H 0.319
28. H 0.362
29. H 0.352
30. H 0.264
31. H 0.162
32. H 0.388
33. H 0.414
34. H 0.347
35. H 0.237
36. H 0.486
37. H 0.396
38. H 0.202
39. H 0.318
40. C -1.189
41. C -0.357
42. C -0.844
43. C -0.586
44. C -0.330
45. C -1.201
46. H 0.286
47. H 0.375
48. H 0.296
49. H 0.225
50. H 0.372
51. H 0.295
52. H 0.397
53. H 0.306
54. H 0.371
55. H 0.295
56. H 0.338
57. H 0.220
58. H 0.352
59. H 0.402
60. C -1.199
61. C -0.311
62. C -0.321
63. C -0.937
64. C -0.426
65. C -1.171
66. H 0.348
67. H 0.388
68. H 0.204
69. H 0.338
70. H 0.245
71. H 0.343
72. H 0.184
73. H 0.391
74. H 0.352
75. H 0.378
76. H 0.235
77. H 0.293
78. H 0.376
79. H 0.277


Number 1: electronic energy -14837.5113 eV. Number 2: electronic energy -54848.1268 eV. Number 3: electronic energy -126218.6417 eV. Number 4: electronic energy -51585.3943 eV. Number 5: electronic energy -49341.1636 eV.